{"formula": "C13H17N4O2PtS3", "method": "ωB97M-V/def2-TZVPD", "symbols": ["Pt", "S", "C", "C", "C", "C", "C", "C", "S", "H", "H", "H", "H", "C", "C", "N", "O", "C", "C", "N", "O", "H", "H", "H", "H", "H", "H", "H", "S", "C", "N", "C", "C", "N", "H", "H", "H", "H", "H", "H"], "positions_angstrom": [[0.14943, -0.39604, -0.61789], [-0.73525, 1.41853, -1.71756], [0.23941, 2.79383, -1.13485], [-0.01397, 4.08506, -1.54433], [0.76641, 5.19470, -1.11757], [1.92764, 4.88714, -0.40206], [2.25118, 3.59306, -0.06643], [1.35634, 2.53264, -0.28753], [1.82285, 0.90582, 0.31869], [-0.84602, 4.29698, -2.21405], [0.48608, 6.16154, -1.37620], [2.58026, 5.64926, 0.00950], [3.10153, 3.26872, 0.43817], [2.90177, -3.82021, -1.56053], [1.86852, -2.86224, -0.96842], [1.69169, -1.72274, -1.55375], [2.57219, -1.51369, -2.66758], [1.11367, -3.05957, 0.22497], [1.26205, -4.29816, 0.95786], [0.14117, -2.21716, 0.48250], [-0.52622, -2.35820, 1.54338], [2.91834, -3.72742, -2.63216], [2.55394, -4.84134, -1.25758], [3.91719, -3.57386, -1.13990], [2.41347, -0.54942, -2.84746], [2.17057, -4.81050, 0.68023], [0.30407, -4.93807, 1.00548], [1.25862, -4.14056, 2.07621], [-4.74192, -2.21260, 0.82402], [-3.93708, -0.77843, 1.05075], [-2.69267, -0.65072, 1.58410], [-2.32094, 0.69458, 1.94770], [-3.50037, 1.50625, 1.33179], [-4.39442, 0.49532, 0.92199], [-2.01351, -1.41341, 1.64787], [-1.37865, 0.92407, 1.55270], [-2.28054, 0.68585, 3.00648], [-3.14410, 2.16296, 0.50418], [-3.88059, 1.91969, 2.22068], [-5.36211, 0.70835, 0.77661]], "forces_ev_per_angstrom": [[-0.42, -0.49, -0.85], [0.07, 0.42, 0.27], [0.63, -1.42, 0.64], [0.08, 1.79, 0.04], [0.42, -3.36, 0.30], [0.04, 0.83, 0.31], [-2.18, -1.06, -0.29], [0.26, 0.10, -0.94], [-0.23, 1.33, -0.09], [-0.01, -0.24, 0.15], [-0.32, 1.56, -0.39], [0.00, 0.28, -0.38], [1.65, 0.26, 0.94], [-0.53, -0.50, 1.80], [1.05, 1.27, -1.62], [0.63, -0.25, -0.49], [-1.12, 1.37, 0.52], [-0.75, -0.66, -0.61], [-1.60, -1.35, 3.09], [0.95, 1.05, 0.05], [-0.41, -0.54, 0.42], [0.05, 0.02, -0.26], [0.80, 0.72, -0.45], [-0.96, -0.43, -0.42], [0.17, -1.21, 0.24], [-0.13, -0.50, 0.05], [1.33, 0.55, -0.97], [0.60, 0.37, -0.91], [-0.36, -0.08, -0.40], [1.50, 0.65, 1.37], [-0.61, -1.05, -0.81], [-1.33, -1.08, -1.16], [2.22, -0.16, 0.32], [-1.37, -0.81, -1.06], [-0.09, -0.10, -0.17], [1.42, 0.59, -0.61], [0.02, 0.73, 1.24], [-0.48, -0.16, 0.79], [-0.87, 1.92, 0.51], [-0.09, -0.35, -0.15]], "lowdin_spin": [1.09, 0.22, 0.01, 0.01, 0.00, 0.01, 0.01, 0.03, 0.27, 0.00, 0.00, 0.00, 0.01, 0.00, 0.02, 0.15, 0.03, 0.03, 0.01, 0.07, 0.02, 0.00, 0.00, 0.00, 0.00, 0.00, 0.00, 0.00, 0.00, 0.00, 0.01, 0.00, 0.00, 0.00, 0.00, 0.00, 0.00, 0.00, 0.00, 0.00], "total_energy_ha": -2188.91613, "spin_multiplicity": 3, "largest_force_ha_per_bohr": 0.0726, "orbital_gap_ha": [0.245, 0.242], "total_charge": -1, "e_homo_ev": [-4.02, -4.50]}

=====

{"formula": "C13H17N4O4PTl", "method": "ωB97M-V/def2-TZVPD", "symbols": ["Tl", "O", "C", "C", "C", "C", "C", "C", "C", "O", "N", "O", "O", "H", "H", "H", "H", "C", "N", "C", "N", "C", "N", "C", "P", "C", "C", "H", "H", "H", "H", "H", "H", "H", "H", "H", "H", "H", "H", "H"], "positions_angstrom": [[-12.78611, 1.19224, -9.82285], [-11.70274, 1.96557, -7.85905], [-10.52141, 1.81468, -7.43602], [-9.52184, 0.94508, -8.05088], [-8.43782, 0.52990, -7.25319], [-7.50136, -0.37752, -7.74597], [-7.62354, -0.92207, -9.01228], [-8.67802, -0.56976, -9.83923], [-9.67945, 0.37134, -9.42806], [-10.56667, 0.72401, -10.26464], [-6.52309, -1.00745, -6.88289], [-6.43720, -0.58344, -5.72668], [-5.83401, -1.92533, -7.31611], [-10.25594, 2.36696, -6.57026], [-8.26071, 0.78525, -6.20438], [-6.89674, -1.68412, -9.25253], [-8.82349, -0.92812, -10.82947], [-12.59169, 9.07792, -13.44934], [-13.45275, 8.59129, -12.31932], [-12.70200, 8.46975, -11.01222], [-11.53773, 7.62007, -11.16888], [-10.73454, 8.10634, -12.30935], [-11.41438, 8.26481, -13.60893], [-11.74838, 6.93355, -14.13837], [-12.80396, 5.97232, -12.92987], [-14.04415, 7.27950, -12.65490], [-11.91655, 6.19901, -11.27896], [-12.20932, 10.12434, -13.28580], [-13.24122, 9.04239, -14.35938], [-14.25876, 9.25199, -12.23691], [-13.38676, 8.12516, -10.23951], [-12.37233, 9.47189, -10.76675], [-9.89560, 7.45227, -12.49573], [-10.36573, 9.16073, -12.07821], [-10.75791, 6.37037, -14.34120], [-12.30142, 7.08222, -15.05766], [-14.79336, 7.04747, -11.81619], [-14.59448, 7.38746, -13.58613], [-11.04241, 5.57684, -11.36632], [-12.59984, 5.86126, -10.50615]], "forces_ev_per_angstrom": [[-0.29, -0.11, -0.34], [1.67, 0.12, 0.88], [-1.21, -1.20, -2.35], [-0.55, -0.25, -0.45], [0.98, -0.66, 0.04], [-1.11, 0.22, 0.14], [-0.93, -0.19, -1.10], [0.32, 0.65, 1.25], [1.30, 0.39, 1.37], [-0.47, 0.10, 0.11], [0.86, 0.11, 1.44], [-0.12, -0.28, -0.93], [-0.60, 0.73, 0.13], [0.47, 0.47, 1.14], [-0.50, 0.38, -0.34], [-0.04, 0.03, -0.43], [0.19, -0.51, -0.58], [1.13, 0.92, -1.07], [-1.39, 0.97, 0.21], [1.24, 0.23, 0.05], [-0.72, 0.40, -0.02], [0.46, 2.11, 0.11], [-0.69, -0.72, 0.59], [1.44, -0.48, 0.69], [-0.18, -1.65, -0.01], [-1.53, -0.47, 0.76], [-0.21, 0.78, -2.21], [-0.91, -0.86, 0.26], [0.64, 0.14, 0.67], [0.89, -0.34, 0.23], [0.00, -0.18, -0.13], [0.06, 0.26, 0.09], [0.28, -0.13, 0.30], [-0.24, -1.43, 0.14], [-1.72, 0.80, 0.16], [-0.02, -0.36, -0.34], [1.10, 0.03, -1.27], [-0.27, 0.10, -0.02], [0.44, -0.21, 0.53], [0.21, 0.07, 0.30]], "mulliken_charge": [0.63, -0.64, 0.00, 0.42, -0.46, -0.08, -0.36, -0.66, 0.45, -0.86, 0.95, -0.61, -0.60, 0.47, 0.44, 0.47, 0.44, -0.77, 0.03, -0.72, 0.13, -0.95, 0.07, -0.57, 0.04, -0.60, -0.64, 0.31, 0.40, 0.36, 0.39, 0.34, 0.45, 0.30, 0.36, 0.42, 0.40, 0.45, 0.40, 0.41], "total_energy_ha": -1539.02471, "largest_force_ha_per_bohr": 0.0565, "orbital_gap_ha": 0.252, "total_charge": 1, "e_homo_ev": -10.15}

=====

{"formula": "C13H17NO", "method": "ωB97M-V/def2-TZVPD", "symbols": ["C", "C", "C", "C", "C", "C", "C", "C", "O", "N", "C", "C", "C", "C", "C", "H", "H", "H", "H", "H", "H", "H", "H", "H", "H", "H", "H", "H", "H", "H", "H", "H"], "positions_angstrom": [[2.11723, 1.01240, 4.21729], [1.25094, 1.34287, 3.06876], [0.59756, 2.74258, 3.28550], [0.68000, 0.78018, 2.04644], [0.18120, 0.11085, 0.99751], [-1.17637, -0.51854, 1.43871], [-2.23785, 0.06423, 0.94044], [-2.17647, 1.07105, -0.20476], [-3.06716, 1.80182, -0.56516], [-0.93798, 1.07671, -0.81948], [0.05359, 0.07426, -0.58697], [0.34224, -0.82283, -1.63513], [-0.28625, -0.74075, -2.95803], [0.35826, -1.64460, -4.08169], [-1.80634, -1.21408, -2.83055], [1.70418, 0.23968, 4.90381], [3.02755, 0.57960, 3.81875], [2.27863, 1.96223, 4.71012], [-0.02444, 2.78452, 4.16032], [1.33140, 3.65118, 3.29404], [-0.03780, 2.81657, 2.30682], [-1.30189, -1.13615, 2.30719], [-3.30117, -0.30515, 1.23817], [-0.77106, 1.69229, -1.71647], [1.05317, -1.61989, -1.39881], [-0.40939, 0.33857, -3.27684], [1.47044, -1.46418, -3.87922], [0.00333, -1.33195, -5.12595], [0.00987, -2.63365, -3.71065], [-2.31555, -0.66545, -1.94615], [-1.83110, -2.33090, -2.60849], [-2.26793, -1.04077, -3.79901]], "forces_ev_per_angstrom": [[0.48, -1.55, -0.25], [-2.27, 2.59, 0.69], [0.25, 0.97, -3.27], [1.78, -2.39, -2.79], [-1.21, -1.36, 0.79], [1.33, 1.49, 0.09], [-3.72, -0.46, -1.04], [0.93, -0.41, 0.37], [-0.43, 0.02, 0.19], [0.91, 1.62, -2.73], [0.23, -0.81, -0.41], [0.77, 1.81, 4.14], [-2.64, 0.47, -1.56], [0.51, 1.64, 1.63], [0.63, -0.22, 1.74], [0.01, 0.70, -0.38], [0.56, 0.08, 0.32], [0.46, -0.26, 0.47], [-0.29, -0.05, 0.42], [-1.04, -1.81, 0.02], [0.69, 0.72, 2.05], [0.44, -0.54, 0.13], [1.94, 1.03, -0.53], [-1.01, -1.60, 2.51], [-0.11, 0.21, -0.22], [0.58, -1.04, 0.12], [-1.29, -0.79, -1.08], [0.64, -0.75, 1.63], [0.74, 0.21, -1.11], [0.57, -0.96, -1.86], [-0.01, 1.35, -0.23], [-0.43, 0.09, 0.15]], "mulliken_charge": [-1.15, 0.51, -1.16, -0.03, -0.15, -0.36, -0.17, 0.24, -0.64, -0.10, 0.08, -0.66, 0.50, -1.20, -1.09, 0.28, 0.32, 0.34, 0.30, 0.34, 0.26, 0.46, 0.27, 0.34, 0.41, 0.20, 0.34, 0.30, 0.32, 0.20, 0.31, 0.39], "total_energy_ha": -635.36856, "largest_force_ha_per_bohr": 0.0891, "orbital_gap_ha": 0.335, "total_charge": 0, "smiles": "CC(C)=C=c1ccc(=O)[nH]/c1=C\\C(C)C", "e_homo_ev": -8.60}